Record 1
A structure of composition C27H45BBrN7ScSi2. Source: the Open Molecules 2025 dataset; level of theory: ωB97M-V/def2-TZVPD.

* net charge: +1
* largest force on an atom: 0.5 eV/A
* frontier orbital gap: 8.965 eV
* HOMO level: -11.61 eV

Each line ends with the Löwdin charge.
Positions of all 84 atoms, in Å:
Sc1 0.158 -0.484 0.056  1.167
C1 -0.958 -0.100 3.542  0.001
C2 -0.053 0.941 2.969  -0.320
C3 0.316 2.178 3.483  0.045
C4 1.156 2.747 2.532  -0.251
C5 1.837 4.076 2.564  0.000
N1 1.272 1.884 1.512  0.041
N2 0.531 0.773 1.784  -0.028
B1 2.199 1.959 0.264  -0.509
N3 3.049 0.685 0.211  0.024
N4 2.501 -0.575 0.147  0.032
C6 3.539 -1.429 0.152  -0.302
C7 3.422 -2.912 0.150  -0.023
C8 4.736 -0.721 0.191  0.030
C9 4.389 0.610 0.234  -0.250
C10 5.286 1.803 0.303  -0.003
N5 1.389 2.066 -1.056  0.023
N6 0.466 1.125 -1.409  -0.013
C11 -0.100 1.522 -2.553  -0.310
C12 -1.154 0.715 -3.232  -0.005
C13 0.463 2.732 -2.947  0.040
C14 1.403 3.043 -1.975  -0.260
C15 2.306 4.231 -1.897  0.002
H1 -1.169 0.115 4.588  0.091
H2 -0.507 -1.092 3.483  0.074
H3 -1.912 -0.128 3.009  0.069
H4 0.019 2.608 4.428  0.123
H5 1.522 4.623 3.450  0.089
H6 1.588 4.673 1.684  0.082
H7 2.923 3.969 2.594  0.088
H8 2.897 2.922 0.359  0.117
H9 2.402 -3.239 0.244  -0.001
H10 3.989 -3.327 0.984  0.102
H11 3.835 -3.325 -0.771  0.101
H12 5.735 -1.134 0.203  0.126
H13 6.322 1.472 0.298  0.089
H14 5.114 2.381 1.213  0.088
H15 5.134 2.468 -0.548  0.082
H16 -1.506 -0.097 -2.603  0.018
H17 -0.771 0.281 -4.157  0.101
H18 -2.009 1.342 -3.486  0.102
H19 0.220 3.307 -3.830  0.126
H20 2.144 4.863 -2.767  0.089
H21 3.356 3.933 -1.879  0.085
H22 2.117 4.825 -1.000  0.083
C16 -3.811 -0.753 -1.168  -0.188
Si1 -2.741 -2.290 -1.181  0.369
C17 -2.051 -2.538 -2.912  -0.185
C18 -3.921 -3.685 -0.826  -0.178
C19 -1.353 -2.157 0.067  -0.464
Si2 -0.417 -3.758 0.243  0.356
C20 0.625 -3.950 -1.306  -0.183
C21 -1.335 -5.359 0.437  -0.174
C22 0.606 -3.554 1.811  -0.191
H23 -4.530 -0.797 -1.996  0.051
H24 -3.247 0.177 -1.266  0.002
H25 -4.391 -0.700 -0.239  0.035
H26 -2.669 -2.019 -3.654  0.043
H27 -2.056 -3.602 -3.175  0.039
H28 -1.025 -2.180 -3.021  0.016
H29 -4.846 -3.523 -1.390  0.043
H30 -4.184 -3.741 0.237  0.044
H31 -3.518 -4.655 -1.122  0.018
H32 -1.863 -2.004 1.040  0.008
H33 -0.023 -4.263 -2.131  0.031
H34 1.397 -4.717 -1.189  0.047
H35 1.120 -3.027 -1.624  0.024
H36 -1.799 -5.686 -0.496  0.027
H37 -2.118 -5.298 1.200  0.045
H38 -0.623 -6.131 0.745  0.045
H39 1.111 -2.581 1.890  0.009
H40 1.376 -4.326 1.917  0.046
H41 -0.065 -3.641 2.675  0.044
Br1 -5.124 5.054 0.620  0.810
C23 -3.800 3.728 0.573  -0.689
C24 -2.505 4.051 0.209  -0.085
C25 -1.569 3.033 0.166  -0.114
N7 -1.844 1.762 0.465  0.066
C26 -3.098 1.484 0.838  -0.157
C27 -4.112 2.422 0.902  -0.084
H42 -2.228 5.068 -0.037  0.110
H43 -0.546 3.253 -0.127  0.102
H44 -3.306 0.455 1.107  0.091
H45 -5.114 2.138 1.193  0.114

---

Record 2
A cluster of 3 separate species, C27H45N3O6S in total. Source: the Open Molecules 2025 dataset; level of theory: ωB97M-V/def2-TZVPD.

* net charge: 0
* largest force on an atom: 1.3 eV/A
* frontier orbital gap (alpha / beta): 8.304 / 9.293 eV
* HOMO level (alpha / beta): -7.87 / -8.97 eV
* spin multiplicity: 3

Each line ends with the Löwdin charge.
Positions of all 82 atoms, in Å:
C1 -1.514 1.315 1.320  -0.024
C2 -2.582 0.888 0.352  -0.214
C3 -3.615 1.772 0.041  -0.055
C4 -4.599 1.437 -0.878  -0.080
C5 -4.590 0.195 -1.489  -0.077
C6 -3.566 -0.696 -1.188  -0.042
C7 -2.564 -0.354 -0.286  -0.192
C8 -1.467 -1.336 -0.022  -0.174
O1 -0.177 -0.863 -0.517  -0.317
S1 0.288 -1.471 -1.913  0.961
O2 1.618 -0.973 -2.123  -0.380
O3 -0.759 -0.465 -2.827  -0.321
N1 -0.112 -0.087 -4.029  0.050
C9 -0.791 0.661 -4.729  -0.259
O4 -1.321 1.423 -5.429  0.207
H1 -1.121 0.464 1.880  0.076
H2 -0.687 1.784 0.786  0.095
H3 -1.937 1.997 2.052  0.067
H4 -3.644 2.749 0.509  0.120
H5 -5.380 2.145 -1.123  0.105
H6 -5.352 -0.078 -2.206  0.101
H7 -3.527 -1.672 -1.656  0.113
H8 -1.700 -2.304 -0.467  0.111
H9 -1.308 -1.485 1.044  0.123
C10 -6.788 0.439 4.952  -0.031
C11 -5.506 0.441 4.103  -0.484
C12 -5.140 -0.983 3.686  -0.129
C13 -4.644 -1.836 4.852  -0.169
C14 -3.479 -1.156 5.572  -0.130
C15 -3.756 0.292 5.986  -0.492
N2 -4.350 1.053 4.841  -0.088
O5 -3.436 1.475 4.041  -0.033
C16 -4.673 0.337 7.219  -0.030
C17 -2.449 0.968 6.383  -0.044
C18 -5.800 1.294 2.875  -0.034
H10 -7.643 0.275 4.297  0.087
H11 -6.818 -0.346 5.703  0.057
H12 -6.924 1.399 5.450  0.094
H13 -4.359 -0.936 2.918  0.121
H14 -6.013 -1.441 3.218  0.126
H15 -5.458 -2.043 5.552  0.103
H16 -4.316 -2.807 4.477  0.112
H17 -3.208 -1.720 6.467  0.125
H18 -2.604 -1.171 4.913  0.121
H19 -5.008 1.357 7.411  0.094
H20 -4.116 -0.005 8.091  0.086
H21 -5.548 -0.302 7.137  0.059
H22 -1.696 0.888 5.604  0.078
H23 -2.065 0.483 7.281  0.088
H24 -2.604 2.025 6.600  0.093
H25 -6.048 2.318 3.160  0.097
H26 -6.654 0.876 2.340  0.092
H27 -4.961 1.324 2.188  0.049
C19 7.916 0.541 -5.624  -0.033
C20 7.723 -0.531 -4.538  -0.496
C21 7.069 -1.779 -5.130  -0.134
C22 5.603 -1.566 -5.501  -0.171
C23 4.804 -1.044 -4.306  -0.128
C24 5.421 0.186 -3.635  -0.487
N3 6.886 -0.028 -3.403  -0.100
O6 7.114 -0.676 -2.318  -0.024
C25 5.171 1.444 -4.483  -0.029
C26 4.746 0.423 -2.292  -0.047
C27 9.110 -0.864 -4.004  -0.046
H28 8.752 0.252 -6.261  0.085
H29 7.058 0.665 -6.277  0.056
H30 8.152 1.507 -5.176  0.093
H31 7.136 -2.592 -4.400  0.126
H32 7.646 -2.092 -6.004  0.123
H33 5.516 -0.882 -6.350  0.102
H34 5.173 -2.513 -5.832  0.111
H35 3.786 -0.790 -4.610  0.123
H36 4.717 -1.842 -3.563  0.126
H37 5.748 2.287 -4.100  0.092
H38 4.114 1.704 -4.427  0.086
H39 5.405 1.318 -5.537  0.058
H40 4.767 -0.461 -1.661  0.081
H41 3.701 0.676 -2.468  0.073
H42 5.217 1.243 -1.749  0.093
H43 9.578 0.016 -3.560  0.092
H44 9.731 -1.204 -4.834  0.086
H45 9.081 -1.650 -3.254  0.078

---

Record 3
A cluster of 2 separate species, C27H46BrClN2O2S in total. Source: the Open Molecules 2025 dataset; level of theory: ωB97M-V/def2-TZVPD.

* net charge: 0
* largest force on an atom: 8.3 eV/A
* frontier orbital gap: 8.598 eV
* HOMO level: -8.59 eV

Each line ends with the Löwdin charge.
Positions of all 80 atoms, in Å:
C1 7.827 -1.060 0.688  -0.167
C2 6.795 -2.281 0.328  -0.267
C3 5.257 -2.074 0.858  -0.234
C4 4.838 -0.525 1.193  -0.221
C5 3.398 -0.619 2.040  -0.221
C6 2.451 0.730 1.817  -0.207
C7 1.437 0.821 3.139  -0.208
C8 0.969 2.379 3.473  -0.196
C9 -0.683 2.581 3.327  -0.209
C10 -1.109 3.031 1.781  -0.193
C11 -0.863 1.741 0.745  -0.184
C12 -1.892 1.857 -0.543  -0.203
C13 -2.991 0.653 -0.653  -0.216
C14 -2.422 -0.821 -1.032  -0.561
Br1 -4.155 -1.790 -1.506  0.725
C15 -1.634 -1.753 0.051  -0.180
C16 -2.431 -2.842 0.976  -0.120
C17 -2.767 -4.397 0.455  0.015
C18 -3.534 -5.261 1.645  -0.049
C19 -3.913 -4.725 3.134  -0.108
N1 -3.609 -3.318 3.521  -0.031
C20 -2.912 -2.495 2.492  -0.072
C21 -0.650 -2.729 -0.887  -0.265
O1 0.410 -3.446 -0.507  -0.035
N2 -1.332 -2.616 -2.265  0.028
C22 -1.546 -1.092 -2.385  -0.345
C23 -0.210 -0.207 -2.718  -0.525
Cl1 -0.716 0.976 -4.105  0.523
C24 1.067 -1.047 -3.305  -0.258
C25 2.503 -0.279 -2.926  -0.130
H1 7.654 -0.581 1.758  0.075
H2 8.914 -1.542 0.737  0.076
H3 7.858 -0.261 -0.180  0.081
H4 7.211 -3.247 0.892  0.105
H5 6.832 -2.569 -0.828  0.112
H6 4.960 -2.771 1.774  0.118
H7 4.548 -2.426 -0.034  0.114
H8 5.573 0.051 1.898  0.100
H9 4.577 0.076 0.197  0.114
H10 2.783 -1.591 1.743  0.123
H11 3.711 -0.601 3.175  0.106
H12 1.852 0.535 0.828  0.082
H13 3.059 1.730 1.804  0.113
H14 0.510 0.095 2.991  0.100
H15 1.990 0.436 4.112  0.105
H16 1.472 3.092 2.689  0.094
H17 1.351 2.719 4.544  0.110
H18 -1.090 3.306 4.151  0.102
H19 -1.183 1.531 3.515  0.094
H20 -2.191 3.471 1.715  0.105
H21 -0.365 3.907 1.497  0.110
H22 -1.017 0.785 1.402  0.081
H23 0.218 1.886 0.322  0.096
H24 -1.299 2.077 -1.554  0.090
H25 -2.516 2.857 -0.351  0.088
H26 -3.524 0.585 0.413  0.142
H27 -3.836 1.000 -1.413  0.083
H28 -0.848 -1.298 0.788  0.141
H29 -2.490 -4.803 -0.606  0.101
H30 -3.795 -6.397 1.403  0.082
H31 -4.430 -5.458 3.890  0.101
H32 -2.658 -1.379 2.839  0.108
H33 -0.836 -3.071 -3.061  0.128
H34 -2.317 -0.947 -3.280  0.116
H35 0.161 0.405 -1.779  0.110
H36 1.183 -2.137 -2.901  0.102
H37 1.010 -1.041 -4.481  0.102
H38 2.624 -0.129 -1.750  0.071
H39 3.422 -0.977 -3.235  0.087
H40 2.644 0.717 -3.523  0.077
C26 -4.228 3.875 -4.195  -0.257
S1 -4.128 4.196 -2.418  0.852
O2 -4.166 2.869 -1.717  -0.586
C27 -5.770 4.939 -2.265  -0.265
H41 -3.310 3.372 -4.509  0.042
H42 -5.085 3.232 -4.412  0.061
H43 -4.322 4.821 -4.733  0.054
H44 -6.533 4.231 -2.599  0.060
H45 -5.816 5.851 -2.864  0.053
H46 -5.943 5.188 -1.214  0.053

---

Number 1: electronic energy -146336.826 eV. Number 2: electronic energy -56313.644 eV. Number 3: electronic energy -129204.024 eV.